# 1
{
  "formula": "C25H40F3N3OsP2",
  "method": "ωB97M-V/def2-TZVPD",
  "total_charge": 2,
  "relative_energy_kcal_mol": 8.3,
  "multiplicity": 5,
  "e_lumo_ev": [-5.54, -8.27],
  "gap_ev": [8.32, 6.57],
  "s2": 6.057,
  "symbols": ["Os", "P", "P", "F", "F", "F", "N", "N", "N", "C", "C", "C", "C", "C", "C", "C", "C", "C", "C", "C", "C", "C", "C", "C", "C", "C", "C", "C", "C", "C", "C", "C", "C", "C", "H", "H", "H", "H", "H", "H", "H", "H", "H", "H", "H", "H", "H", "H", "H", "H", "H", "H", "H", "H", "H", "H", "H", "H", "H", "H", "H", "H", "H", "H", "H", "H", "H", "H", "H", "H", "H", "H", "H", "H"],
  "positions_angstrom": [[-0.016, -0.805, 0.708], [2.349, -0.339, 0.251], [-2.357, -0.385, 0.171], [1.082, 0.535, 3.123], [-0.667, 1.533, 2.397], [-0.853, -0.399, 3.391], [0.831, -3.481, 1.073], [0.073, 1.315, -0.261], [0.152, -2.852, -0.048], [4.131, -0.230, -1.909], [-3.610, 0.955, 2.351], [4.079, -2.440, 0.947], [1.670, -0.182, -2.454], [1.126, 2.105, 0.102], [2.743, -0.730, -1.509], [-3.689, -0.293, 1.468], [3.455, 2.208, 0.758], [3.694, -0.699, 2.723], [3.348, 3.590, 0.906], [-1.026, 1.804, -0.943], [-2.072, -1.629, -2.320], [-0.917, 2.871, -1.853], [-3.374, 1.644, -1.466], [-0.098, 0.313, 2.508], [2.126, 4.224, 0.699], [-3.268, 2.740, -2.316], [1.023, 3.500, 0.300], [-5.112, -0.404, 0.899], [3.787, -0.963, 1.222], [2.358, 1.461, 0.382], [-2.270, 1.159, -0.783], [-2.031, 3.334, -2.526], [-3.006, -1.546, -1.113], [-3.378, -2.923, -0.563], [0.779, -2.901, -0.851], [0.063, 3.986, 0.202], [3.350, -3.070, 1.449], [1.892, -0.498, -3.474], [-5.790, -0.565, 1.738], [0.135, -3.719, 1.776], [-4.142, 3.102, -2.840], [-4.335, 1.161, -1.361], [4.406, 1.732, 0.957], [-1.847, -0.645, -2.736], [2.033, 5.287, 0.871], [3.549, 0.353, 2.959], [0.054, 3.301, -2.056], [0.665, -0.530, -2.203], [4.101, -2.694, -0.113], [-2.516, -3.582, -0.452], [-3.575, 1.865, 1.747], [4.613, -0.375, 0.812], [4.212, 4.165, 1.213], [1.273, -4.350, 0.776], [4.625, -1.026, 3.187], [-5.269, -1.220, 0.200], [2.880, -1.265, 3.175], [2.733, -1.823, -1.564], [-1.125, -2.117, -2.073], [-0.697, -3.353, -0.314], [1.662, 0.910, -2.442], [-3.921, -1.063, -1.455], [-3.491, -1.173, 2.086], [4.933, -0.708, -1.348], [-4.042, -3.426, -1.267], [-4.517, 0.996, 2.955], [4.207, 0.851, -1.776], [-3.887, -2.886, 0.400], [-1.931, 4.149, -3.230], [-5.418, 0.530, 0.430], [-2.539, -2.220, -3.108], [4.298, -0.443, -2.965], [5.061, -2.679, 1.354], [-2.765, 0.950, 3.027]],
  "atomic_forces_ev_per_a": [[0.2, 0.3, 0.3], [0.0, 0.0, 0.0], [-0.1, 0.0, -0.1], [0.0, -0.1, 0.0], [-0.1, 0.1, 0.0], [0.0, 0.0, 0.0], [-0.1, -0.1, -0.1], [-0.2, 0.0, 0.0], [0.0, -0.2, 0.0], [0.0, 0.0, 0.0], [0.0, 0.0, -0.1], [0.0, 0.0, 0.0], [0.1, 0.0, 0.0], [0.0, 0.1, 0.0], [-0.1, 0.0, 0.0], [0.0, 0.0, 0.0], [0.1, 0.1, 0.0], [0.0, 0.0, 0.0], [0.0, 0.0, 0.0], [0.1, 0.1, 0.0], [0.0, 0.0, 0.0], [0.0, 0.0, 0.0], [0.0, 0.0, 0.0], [0.0, -0.1, -0.1], [0.0, 0.0, 0.0], [0.0, 0.0, 0.0], [0.0, 0.0, 0.0], [0.0, 0.1, 0.0], [0.0, 0.0, 0.0], [0.0, -0.1, 0.0], [0.0, -0.1, 0.0], [0.0, 0.0, 0.0], [0.1, 0.0, 0.0], [0.0, 0.0, 0.0], [0.0, 0.0, 0.1], [0.0, 0.0, 0.0], [0.0, 0.0, 0.0], [0.0, 0.0, 0.0], [0.0, 0.0, 0.0], [0.0, 0.1, -0.1], [0.0, 0.0, 0.0], [0.0, 0.0, 0.0], [0.0, 0.0, 0.0], [0.0, 0.0, 0.0], [0.0, 0.0, 0.0], [0.0, 0.0, 0.0], [0.0, 0.0, 0.0], [0.0, 0.0, 0.0], [0.0, 0.0, 0.0], [0.0, 0.0, 0.0], [0.0, 0.0, 0.0], [0.0, 0.0, 0.0], [0.0, 0.0, 0.0], [-0.1, 0.0, 0.0], [0.0, 0.0, 0.0], [0.0, 0.0, 0.0], [0.0, 0.0, 0.0], [0.0, 0.0, 0.0], [0.0, 0.0, 0.0], [0.2, 0.1, 0.0], [0.0, 0.0, 0.0], [-0.1, 0.0, 0.0], [0.0, -0.1, 0.0], [0.0, 0.0, 0.0], [0.0, 0.0, 0.0], [0.0, 0.0, 0.0], [0.0, 0.0, 0.0], [0.0, 0.0, 0.0], [0.0, 0.0, 0.0], [0.0, 0.0, 0.0], [0.0, 0.0, 0.0], [0.0, 0.0, 0.0], [0.0, 0.0, 0.0], [0.0, 0.0, 0.0]]
}

# 2
{
  "formula": "C25H40N3NiP2S",
  "method": "ωB97M-V/def2-TZVPD",
  "total_charge": 1,
  "relative_energy_kcal_mol": 0.0,
  "multiplicity": 1,
  "e_lumo_ev": -2.69,
  "gap_ev": 6.82,
  "symbols": ["Ni", "S", "P", "P", "N", "N", "N", "C", "C", "C", "C", "C", "C", "C", "C", "C", "C", "C", "C", "C", "C", "C", "C", "C", "C", "C", "C", "C", "C", "C", "C", "C", "H", "H", "H", "H", "H", "H", "H", "H", "H", "H", "H", "H", "H", "H", "H", "H", "H", "H", "H", "H", "H", "H", "H", "H", "H", "H", "H", "H", "H", "H", "H", "H", "H", "H", "H", "H", "H", "H", "H", "H"],
  "positions_angstrom": [[-0.394, 0.292, 0.112], [-2.314, 0.924, 1.065], [-1.303, -1.532, -0.780], [1.046, 1.812, 0.910], [-3.582, 0.766, 3.347], [-1.507, -0.211, 3.323], [0.993, -0.008, -1.125], [1.448, -3.854, -2.774], [3.045, 3.483, -2.282], [0.568, 3.433, 1.627], [-2.465, 0.459, 2.683], [1.195, -1.260, -1.702], [0.053, 3.307, 3.059], [2.517, -2.965, -2.788], [-0.890, -3.309, 1.293], [-0.439, 4.146, 0.725], [2.211, 1.284, -2.860], [2.874, 2.453, -3.198], [-3.069, -2.345, -2.813], [0.257, -3.454, -2.194], [1.814, 0.233, 3.104], [2.518, 3.340, -1.008], [2.406, -1.690, -2.262], [-1.915, -2.944, 0.222], [1.844, 2.179, -0.660], [1.701, 1.116, -1.569], [2.377, 1.149, 2.018], [-3.304, -2.710, 0.810], [3.450, 0.407, 1.219], [-2.082, -0.023, -2.925], [-2.602, -1.133, -2.011], [0.130, -2.177, -1.658], [-0.212, 4.295, 3.438], [2.623, 4.145, -0.290], [3.968, 1.062, 0.522], [-0.663, 5.132, 1.135], [2.829, 2.029, 2.488], [-2.244, -2.769, -3.389], [-4.318, 1.258, 2.870], [4.186, -0.013, 1.906], [-1.755, 0.854, -2.363], [-0.057, 4.278, -0.287], [3.561, 4.390, -2.564], [-0.640, -0.390, 2.841], [-1.375, 3.589, 0.669], [-3.438, -0.742, -1.421], [0.799, 2.889, 3.733], [1.553, -4.848, -3.186], [2.075, 0.513, -3.604], [1.039, 0.712, 3.703], [-0.846, 2.687, 3.099], [-4.051, -2.517, 0.040], [1.497, 4.015, 1.649], [-3.307, -1.866, 1.502], [3.253, 2.566, -4.206], [-0.810, -2.513, 2.037], [-3.842, -2.041, -3.521], [-1.576, -0.450, 4.299], [-1.232, -0.377, -3.513], [-1.979, -3.774, -0.489], [3.265, -1.034, -2.268], [3.465, -3.276, -3.209], [-3.737, 0.482, 4.300], [-0.575, -4.146, -2.152], [1.413, -0.680, 2.648], [-3.618, -3.597, 1.363], [-2.865, 0.287, -3.617], [-3.491, -3.129, -2.183], [3.010, -0.416, 0.649], [0.100, -3.481, 0.869], [2.612, -0.075, 3.782], [-1.200, -4.216, 1.814]],
  "atomic_forces_ev_per_a": [[-0.1, -0.2, 0.2], [-0.1, 0.0, -0.1], [0.2, 0.1, -0.2], [0.0, 0.1, -0.1], [0.0, 0.0, 0.0], [0.0, 0.0, 0.0], [0.0, 0.1, 0.0], [0.0, 0.0, 0.0], [0.0, 0.0, 0.0], [0.1, 0.0, 0.0], [0.1, 0.0, 0.0], [-0.1, -0.1, 0.0], [0.0, 0.0, 0.0], [0.0, 0.0, 0.0], [0.0, 0.0, 0.0], [0.0, 0.0, 0.0], [0.0, 0.0, 0.0], [0.0, 0.0, 0.0], [0.0, 0.0, 0.0], [0.0, 0.0, 0.0], [0.0, 0.0, 0.0], [0.0, 0.0, 0.0], [0.0, 0.0, 0.0], [0.0, 0.0, 0.0], [0.0, -0.1, 0.0], [0.0, 0.1, 0.1], [0.0, 0.0, 0.0], [0.0, 0.0, 0.0], [0.0, 0.0, 0.0], [0.0, 0.0, 0.0], [-0.1, 0.0, 0.0], [0.0, 0.1, 0.0], [0.0, 0.0, 0.0], [0.0, 0.0, 0.0], [0.0, 0.0, 0.0], [0.0, 0.0, 0.0], [0.0, 0.0, 0.0], [0.0, 0.0, 0.0], [0.0, 0.0, 0.0], [0.0, 0.0, 0.0], [0.0, 0.0, 0.0], [0.0, 0.0, 0.0], [0.0, 0.0, 0.0], [0.0, 0.0, 0.0], [0.0, 0.0, 0.0], [0.0, 0.0, 0.0], [0.0, 0.0, 0.0], [0.0, 0.0, 0.0], [0.0, 0.0, 0.0], [0.0, 0.0, 0.0], [0.0, 0.0, 0.0], [0.0, 0.0, 0.0], [0.0, 0.0, 0.0], [0.0, 0.0, 0.0], [0.0, 0.0, 0.0], [0.0, 0.0, 0.0], [0.0, 0.0, 0.0], [0.0, 0.0, 0.0], [0.0, 0.0, 0.0], [0.0, 0.0, 0.0], [0.0, 0.0, 0.0], [0.0, 0.0, 0.0], [0.0, 0.0, 0.0], [0.0, 0.0, 0.0], [0.0, 0.0, 0.0], [0.0, 0.0, 0.0], [0.0, 0.0, 0.0], [0.0, 0.0, 0.0], [0.0, 0.0, 0.0], [0.0, 0.0, 0.0], [0.0, 0.0, 0.0], [0.0, 0.0, 0.0]]
}

# 3
{
  "formula": "C25H41AgCl2NO4PS",
  "method": "ωB97M-V/def2-TZVPD",
  "relative_energy_kcal_mol": 0.0,
  "multiplicity": 1,
  "e_lumo_ev": -0.24,
  "gap_ev": 7.68,
  "symbols": ["Ag", "Cl", "Cl", "S", "P", "O", "O", "O", "O", "N", "C", "C", "C", "C", "C", "C", "C", "C", "C", "C", "C", "C", "C", "C", "C", "C", "C", "C", "C", "C", "C", "C", "C", "C", "C", "H", "H", "H", "H", "H", "H", "H", "H", "H", "H", "H", "H", "H", "H", "H", "H", "H", "H", "H", "H", "H", "H", "H", "H", "H", "H", "H", "H", "H", "H", "H", "H", "H", "H", "H", "H", "H", "H", "H", "H", "H"],
  "positions_angstrom": [[2.152, -0.299, -2.087], [4.238, -2.131, -0.449], [3.915, -2.941, -3.248], [2.163, 4.806, 1.697], [-0.518, -0.913, -0.257], [1.875, 6.118, 1.157], [3.194, 4.740, 2.712], [0.434, -1.305, -1.387], [0.972, 4.012, 2.009], [3.593, 1.184, -2.834], [-4.615, -1.205, -2.232], [2.533, 4.244, -0.989], [3.514, 2.691, 0.559], [-0.028, 0.697, 0.449], [-2.745, -2.398, -1.034], [4.743, -3.257, -1.717], [2.842, 3.392, -2.044], [-3.686, -0.108, -2.776], [-0.011, -3.578, 3.545], [-0.543, 1.063, 1.851], [-2.004, 2.889, 0.943], [-1.526, -2.177, 2.104], [-2.202, -0.954, -0.939], [-0.391, -2.173, 1.045], [3.819, 1.834, -0.484], [-1.592, 2.517, -0.478], [2.829, 3.875, 0.312], [1.186, -3.366, 2.589], [-0.195, 1.895, -0.504], [-3.853, -2.518, -2.097], [-2.231, -0.338, -2.347], [1.003, -2.143, 1.691], [-0.983, -2.401, 3.516], [-1.946, 1.663, 1.848], [3.446, 2.177, -1.779], [0.512, 2.652, -0.161], [-0.555, -4.485, 3.267], [-3.416, -2.778, -3.065], [-5.003, -0.917, -1.250], [4.325, 0.892, -0.300], [-4.023, 0.871, -2.426], [1.312, -4.246, 1.953], [0.097, 1.627, -1.527], [-2.112, -1.256, 2.074], [-3.137, -2.702, -0.063], [-1.931, -3.084, -1.286], [0.142, 1.824, 2.236], [1.133, -1.227, 2.272], [3.776, 2.449, 1.582], [-2.689, 0.923, 1.518], [-2.212, 1.936, 2.871], [1.767, -2.137, 0.912], [-1.733, -1.038, -3.022], [2.032, 5.188, -1.157], [-1.668, 0.592, -2.408], [-5.484, -1.323, -2.881], [-1.817, -2.585, 4.196], [-0.440, -3.105, 0.470], [-0.486, -1.500, 3.883], [-4.524, -3.336, -1.831], [-2.219, -2.988, 1.871], [2.114, -3.260, 3.153], [-2.335, 1.832, -0.897], [-0.488, 0.210, 2.525], [-1.319, 3.645, 1.332], [-3.011, 3.313, 0.941], [4.498, -4.262, -1.396], [2.579, 3.660, -3.062], [0.342, -3.736, 4.565], [-1.590, 3.403, -1.116], [-2.842, -0.364, -0.276], [5.808, -3.137, -1.873], [-3.735, -0.083, -3.867], [3.348, 1.580, -3.734], [1.054, 0.512, 0.541], [4.549, 0.851, -2.902]],
  "atomic_forces_ev_per_a": [[-0.1, -0.1, -0.1], [0.0, 0.0, 0.0], [0.0, 0.0, 0.0], [0.0, -0.1, 0.0], [0.0, 0.0, 0.0], [0.0, 0.0, 0.0], [0.0, 0.0, 0.0], [0.1, 0.0, 0.1], [0.0, 0.0, 0.0], [0.1, 0.0, 0.1], [0.0, 0.0, 0.0], [0.0, 0.0, 0.0], [0.0, 0.0, 0.0], [0.0, -0.1, 0.0], [0.0, 0.0, 0.0], [0.0, 0.0, 0.0], [0.0, 0.0, 0.0], [0.0, 0.0, 0.0], [0.0, 0.0, 0.0], [0.0, 0.0, 0.0], [0.0, 0.0, 0.0], [0.0, 0.0, 0.0], [0.0, 0.0, 0.0], [0.0, 0.0, 0.0], [0.0, 0.0, 0.0], [0.0, 0.0, 0.0], [0.0, 0.0, 0.0], [0.0, 0.0, 0.0], [0.0, 0.0, 0.0], [0.0, 0.0, 0.0], [0.0, 0.0, 0.0], [0.0, 0.0, 0.0], [0.0, 0.0, 0.0], [0.0, 0.0, 0.0], [0.0, 0.0, -0.1], [0.0, 0.0, 0.0], [0.0, 0.0, 0.0], [0.0, 0.0, 0.0], [0.0, 0.0, 0.0], [0.0, 0.0, 0.0], [0.0, 0.0, 0.0], [0.0, 0.0, 0.0], [0.0, 0.0, 0.0], [0.0, 0.0, 0.0], [0.0, 0.0, 0.0], [0.0, 0.0, 0.0], [0.0, 0.0, 0.0], [0.0, 0.0, 0.0], [0.0, 0.0, 0.0], [0.0, 0.0, 0.0], [0.0, 0.0, 0.0], [0.0, 0.0, 0.0], [0.0, 0.0, 0.0], [0.0, 0.0, 0.0], [0.0, 0.0, 0.0], [0.0, 0.0, 0.0], [0.0, 0.0, 0.0], [0.0, 0.0, 0.0], [0.0, 0.0, 0.0], [0.0, 0.0, 0.0], [0.0, 0.0, 0.0], [0.0, 0.0, 0.0], [0.0, 0.0, 0.0], [0.0, 0.0, 0.0], [0.0, 0.0, 0.0], [0.0, 0.0, 0.0], [0.0, 0.0, 0.0], [0.0, 0.0, 0.0], [0.0, 0.0, 0.0], [0.0, 0.0, 0.0], [0.0, 0.0, 0.0], [0.0, 0.0, 0.0], [0.0, 0.0, 0.0], [0.0, 0.0, 0.0], [0.0, 0.0, 0.0], [0.0, 0.0, 0.0]]
}